Below is a cluster of 12 separate species, C34H97N5O19 in total, with properties calculated with ωB97M-V/def2-TZVPD.

XYZ file:
```
155
Properties=species:S:1:pos:R:3:forces:R:3
C 0.686663 -3.006316 -3.395737 -2.573 -0.360 -0.809
C -0.216317 -3.769956 -4.451017 2.642 -0.986 -0.412
C -0.119847 -3.306346 -5.905467 0.225 1.082 0.770
O -0.294167 -1.926456 -5.915667 -0.510 0.268 0.538
C -0.238597 -1.324536 -7.174097 -0.241 -0.052 -0.156
N 0.287613 -5.175036 -4.544767 -0.994 0.126 0.530
H 0.407223 -1.959806 -3.517487 0.748 0.209 0.053
H 1.748453 -3.251956 -3.414877 -0.212 0.159 -0.396
H 0.286423 -3.274986 -2.418117 0.278 -0.154 0.201
H -1.279297 -3.805136 -4.212397 0.032 0.275 0.477
H -0.864807 -3.862906 -6.474127 -0.435 0.088 -0.284
H 0.839293 -3.489226 -6.389927 0.412 -0.525 0.282
H -1.257337 -1.045756 -7.443467 0.091 0.535 -0.243
H 0.096903 -2.017626 -7.945567 0.300 -0.016 -0.059
H 0.459413 -0.493356 -7.073897 -0.254 0.227 -0.468
H 1.261423 -5.126896 -4.808347 0.330 -0.006 0.198
H -0.162377 -5.495406 -5.390337 -0.081 -0.848 -0.133
C 3.861363 3.345694 -1.213547 -1.151 0.165 -0.599
C 4.891033 2.294884 -0.824467 1.061 0.837 -0.232
C 5.026813 1.063884 -1.758697 0.768 2.822 -0.042
O 5.956033 0.161284 -1.240467 0.678 -0.999 -0.131
C 7.249173 0.125904 -1.943267 -1.287 -0.423 0.089
N 6.177043 3.048424 -0.680177 0.062 -0.958 0.598
H 4.202093 4.320434 -0.864437 -0.074 -0.037 -0.074
H 2.834103 3.261644 -0.858887 -0.032 -0.542 0.457
H 3.698123 3.410444 -2.289307 0.422 0.042 -0.295
H 4.626733 1.840364 0.130333 0.261 0.241 0.317
H 5.427533 1.375684 -2.723217 -0.442 0.322 -0.356
H 3.964193 0.849874 -1.873367 0.046 -1.640 -0.121
H 7.899923 0.976904 -1.742207 -0.277 0.042 0.358
H 7.077373 0.063704 -3.017847 -0.156 0.170 -0.155
H 7.723443 -0.821076 -1.685617 -0.002 0.202 0.369
H 6.044943 3.684954 0.092793 0.177 -0.089 0.457
H 6.325693 3.700214 -1.437267 -0.180 -0.237 -0.624
C -1.229337 -4.263816 0.172293 -0.513 -0.138 -1.031
C -2.373007 -5.276626 -0.272797 1.139 0.117 1.882
C -2.578367 -5.360356 -1.832277 -0.540 -0.313 -1.570
O -3.517747 -6.319676 -2.349067 0.195 -0.090 0.836
C -3.754647 -6.241546 -3.802447 2.035 0.768 0.386
N -1.870947 -6.571076 0.263633 -2.142 0.908 -3.873
H -0.243347 -4.444746 -0.255697 0.019 -0.614 -0.110
H -1.163637 -4.351336 1.256783 -0.092 0.501 -0.222
H -1.449937 -3.262866 -0.198557 -0.350 0.082 0.529
H -3.287167 -5.011796 0.258503 -0.057 -0.178 -0.176
H -1.602897 -5.299526 -2.314827 0.468 -1.083 -0.311
H -2.954537 -4.393826 -2.167577 -0.383 0.749 0.852
H -4.332117 -7.030616 -4.284117 -0.340 -0.162 1.156
H -2.749027 -6.345476 -4.209927 0.059 0.169 -0.498
H -4.138667 -5.257486 -4.071227 -0.187 -0.011 0.153
H -2.600857 -7.268126 0.225573 -0.604 -0.616 1.358
H -1.228397 -6.917406 -0.434427 1.605 -0.174 0.362
C -4.133737 3.337064 -1.774597 -0.678 1.007 2.360
C -4.434857 4.728214 -1.085017 -0.876 -1.352 0.190
C -3.515597 5.064004 0.065703 0.745 -0.510 1.765
O -3.780147 6.341234 0.607823 -0.766 1.304 -0.713
C -3.144467 6.842964 1.784843 -0.336 -1.399 -0.224
N -4.313847 5.712354 -2.085617 0.829 1.039 -1.122
H -3.105507 3.249124 -2.125467 -0.104 0.178 -0.251
H -4.907827 3.135874 -2.515157 0.317 0.029 -0.084
H -4.244957 2.678784 -0.912977 0.056 -0.775 -0.316
H -5.471217 4.747784 -0.747877 -0.114 -0.348 0.285
H -2.496167 5.009904 -0.316307 0.509 0.049 -0.050
H -3.577077 4.381284 0.913183 -0.046 -0.661 -0.129
H -2.058837 6.854864 1.687993 0.101 0.401 -0.155
H -3.365417 6.198724 2.635863 -0.046 -0.332 0.147
H -3.593947 7.801584 2.043913 0.283 0.079 -0.497
H -3.358407 5.504934 -2.339017 0.484 0.615 -1.132
H -4.214607 6.595634 -1.605957 -0.339 0.594 -0.049
C 1.569383 5.445244 8.306653 0.254 -0.193 -0.293
C 1.643023 5.713884 6.789073 2.129 -1.484 0.171
C 0.403193 5.447144 5.982643 -1.141 -0.610 -0.341
O 0.588033 4.257294 5.221673 0.790 -0.539 -0.794
C -0.429597 3.853784 4.290823 -0.385 1.322 1.084
N 2.293553 6.996864 6.508753 -1.632 0.207 0.653
H 1.188633 4.437124 8.470403 0.227 -0.163 -0.034
H 0.978853 6.067854 8.978773 -0.301 0.553 -0.581
H 2.593973 5.533514 8.667923 -0.033 -0.260 0.125
H 2.388473 5.013424 6.412573 -0.227 -0.690 0.147
H 0.131963 6.272184 5.323973 0.197 0.286 -0.227
H -0.429677 5.349394 6.678973 -0.477 -0.310 0.014
H -0.580677 4.504374 3.429413 0.459 0.591 -0.051
H -1.338637 3.963494 4.882183 -0.596 -0.840 -0.371
H -0.237647 2.878804 3.842853 0.116 -0.133 0.739
H 2.365083 7.064664 5.503573 0.253 0.049 -0.353
H 1.417883 7.463044 6.698413 0.359 2.181 0.033
C 2.800643 0.342904 5.146233 0.042 -1.054 0.692
C 1.469133 -0.415506 4.855343 0.570 0.322 -0.934
O 0.434363 0.465104 4.426913 0.200 -0.351 0.311
O 2.779783 1.378164 6.148653 -0.513 -0.481 -0.990
H 3.229233 0.730804 4.222143 -0.448 0.133 -0.236
H 3.538033 -0.380196 5.494773 -0.026 -0.458 -0.027
H 1.104033 -1.174156 5.547623 0.102 0.641 1.149
H 1.651733 -1.100286 4.027183 0.362 0.462 -0.536
H 0.287653 1.035404 5.185083 -0.210 0.404 0.084
H 3.270943 2.075604 5.708263 -0.185 0.476 0.471
C -0.806487 2.432244 -3.825327 -2.061 1.100 1.267
C 0.351113 1.811254 -4.366967 1.860 0.269 -2.990
O 1.502473 2.664754 -4.219047 0.267 -1.165 1.193
O -0.634197 2.682814 -2.449977 -0.342 -0.067 1.239
H -1.647057 1.745834 -3.927207 -0.272 0.086 0.026
H -1.051377 3.376804 -4.311057 -0.053 -0.057 -0.306
H 0.072003 1.680064 -5.412427 0.413 -0.075 -0.550
H 0.480593 0.777194 -4.047517 0.772 0.239 0.625
H 1.704233 3.341024 -4.869867 -0.720 -0.384 -0.522
H -0.191477 3.520604 -2.296007 0.299 0.046 -0.278
C -3.844047 -2.001166 -0.934117 -2.233 -0.291 -3.042
C -3.321027 -1.505156 -2.308097 0.260 -0.026 0.587
O -3.839237 -2.146126 -3.522097 0.474 -0.217 1.803
O -5.290007 -1.886316 -1.014017 0.460 -0.690 1.698
H -3.369037 -1.515936 -0.081467 -0.174 0.413 -0.127
H -3.619797 -3.066116 -0.873427 -0.277 -0.054 0.273
H -2.251687 -1.686776 -2.200257 0.394 0.407 -0.805
H -3.564617 -0.442776 -2.297517 0.364 0.178 -0.384
H -4.196467 -1.504706 -4.140617 0.091 0.228 0.255
H -5.637667 -1.302746 -1.692387 0.636 0.146 -0.124
C -0.710077 0.064554 -0.241387 0.120 0.000 2.154
C -0.250147 1.287034 0.616013 -0.342 -1.373 -0.982
O -1.071417 2.358204 0.302533 -0.391 1.466 0.858
O 0.121103 -0.085036 -1.352007 0.431 -0.867 -0.851
H -1.762277 0.077384 -0.525667 -0.145 0.762 -0.068
H -0.683937 -0.804976 0.415383 0.634 -0.425 -0.341
H 0.799943 1.430914 0.361653 0.268 0.275 -0.277
H -0.217607 1.104994 1.690213 -0.661 -0.021 0.042
H -1.024887 2.557384 -0.635417 0.003 -0.229 -0.183
H -0.001327 0.680774 -1.917827 0.083 0.330 -0.054
C 1.547243 -3.571116 3.160453 0.170 -0.986 -0.450
C 1.697183 -4.978866 2.590303 0.450 -0.229 2.696
O 2.691913 -4.982856 1.634373 0.373 0.114 -1.930
O 0.863973 -2.790106 2.259483 -1.723 1.300 -0.539
H 2.547143 -3.164026 3.310743 0.205 -0.120 0.410
H 0.959973 -3.539316 4.078173 0.256 -0.277 0.179
H 0.756213 -5.426876 2.270993 -0.171 0.234 -0.165
H 2.119793 -5.599266 3.380623 -0.545 -0.296 0.588
H 2.398533 -5.566166 0.930613 0.381 0.107 -0.325
H 1.337623 -2.598686 1.446703 0.290 0.092 -0.559
C -4.067827 -0.945576 3.083823 2.183 0.827 0.096
C -3.131997 -2.160876 3.120713 1.187 -0.436 -1.229
O -2.000097 -1.915546 2.160263 -1.739 0.959 0.292
O -3.402167 0.215554 3.700813 -1.106 -1.424 -0.536
H -5.062087 -1.051746 3.517713 0.303 -0.273 0.125
H -4.136917 -0.797436 2.006143 -0.500 0.468 -0.145
H -3.617817 -3.006046 2.633113 -0.488 -0.217 0.554
H -2.708967 -2.436916 4.086603 -0.270 0.158 0.112
H -1.135047 -2.287896 2.346383 0.237 -0.231 0.810
H -2.470977 0.052974 3.533283 0.402 0.266 -0.059
C 3.830943 -2.929776 -1.372897 1.301 -0.161 0.834
C 3.211573 -2.248346 -0.151137 -0.207 0.263 -1.954
O 1.826103 -2.118366 -0.327817 -1.427 -1.211 1.432
O 3.742453 -4.360906 -1.368107 -0.447 0.212 0.129
H 4.874143 -2.647406 -1.231127 0.423 0.024 -0.757
H 3.470723 -2.647086 -2.362047 -0.059 0.503 0.351
H 3.601593 -1.243386 0.010203 0.617 -0.096 -0.040
H 3.463683 -2.901386 0.684373 -0.458 0.178 0.277
H 1.525283 -1.486816 -0.985277 0.281 0.536 -0.154
H 4.275763 -4.671206 -0.632647 0.076 -0.124 0.070
```
Positions in Å, forces in eV/Å.

F_max   4.52 eV Å⁻¹
Energy above the lowest of the compared OMol25 structures with the same formula, charge and spin   5.0 kcal per mole
HOMO level (alpha / beta)   -10.722 / -10.722 eV
Multiplicity   2
Total charge   +1
Expectation value of S²   0.755
Frontier orbital gap (alpha / beta)   8.24 / 2.27 eV